This record from OMol25 describes a structure of composition C8H16O at a distorted geometry. The level of theory is ωB97M-V with the def2-TZVPD basis set.

Last column: Mulliken charge in e.
Atoms and positions in Å:
1 C -0.46 -0.12 0.40  1.977
2 C -1.43 -1.80 0.79  -0.844
3 C 0.91 1.00 -1.59  -0.658
4 C -1.59 0.85 0.13  -1.822
5 C 0.34 0.21 1.64  -1.546
6 C 1.48 2.20 -0.87  -1.048
7 C 0.28 -0.61 -0.69  -0.262
8 C 0.84 -1.70 -1.15  -0.977
9 O -0.75 -2.99 1.07  -0.498
10 H -0.15 -2.83 1.81  0.342
11 H -2.09 -1.97 -0.06  0.390
12 H -2.01 -1.47 1.67  0.408
13 H 1.68 0.54 -2.21  0.360
14 H 0.04 1.24 -2.20  0.336
15 H 0.68 1.25 1.62  0.385
16 H -2.30 0.82 0.96  0.466
17 H -2.12 0.60 -0.79  0.373
18 H -1.24 1.88 0.08  0.352
19 H 1.20 -0.45 1.75  0.388
20 H -0.29 0.13 2.53  0.385
21 H 0.61 -2.68 -0.77  0.346
22 H 1.45 -1.68 -2.05  0.279
23 H 1.88 2.94 -1.58  0.377
24 H 2.30 1.92 -0.21  0.268
25 H 0.72 2.72 -0.29  0.223

- Multiplicity: 1
- Gap between HOMO and LUMO: 0.316 Eh
- Energy above the lowest of the compared OMol25 structures with the same formula, charge and spin: 84.8 kcal per mole